Record 1
One molecule with the formula CH8BN3 in a non-equilibrium geometry, computed with the ωB97M-V functional and the def2-TZVPD basis.

Structure (ORCA input):
```
! wB97M-V def2-TZVPD RIJCOSX def2/J DEFGRID3
* xyz 0 1
C -1.84374 0.06536 0.70357
N -0.59485 -0.43439 -0.42908
B 0.76642 -0.22012 -0.34634
N 1.44745 0.31850 0.76290
N 1.50999 -0.19485 -1.57618
H -2.27316 0.82986 -0.07421
H -2.38329 -0.82647 0.87560
H -1.22305 0.55895 1.47983
H -0.96325 -0.21148 -1.34272
H 2.41855 0.12114 0.95698
H 0.82850 0.04620 1.61623
H 2.29888 0.37025 -1.45411
H 1.32868 -0.22281 -2.56670
*
```

Summary:
Energy in a.u.: -232.06092
Orbital gap in eV: 9.41
SMILES: CNB(N)N
Energy relative to the best compared isomer or geometry (same formula, charge and spin) in kcal/mol: 28.2

Record 2
C30H50AsCdFGeN4O4SSi2 as an isolated structure, computed with the ωB97M-V functional and the def2-TZVPD basis.

Structure (ORCA input):
```
! wB97M-V def2-TZVPD RIJCOSX def2/J DEFGRID3
* xyz -2 1
Cd -0.66428 0.32550 -0.47228
C -1.12916 4.35404 -1.20906
C 0.34834 4.56385 -1.56073
C 0.50569 4.58742 -3.07934
C 1.21091 3.50544 -0.89001
C 1.89865 2.54628 -1.61795
C 2.63414 1.55446 -0.97917
C 2.68598 1.47212 0.40547
C 3.46053 0.37833 1.09578
C 1.99149 2.43462 1.14016
C 1.27757 3.43528 0.50162
H -1.75260 5.10549 -1.70476
H -1.30391 4.41293 -0.13397
H -1.45532 3.36308 -1.53041
H 0.65603 5.53919 -1.16469
H 0.15844 3.64135 -3.50571
H 1.54500 4.73998 -3.38211
H -0.09573 5.39579 -3.50396
H 1.84222 2.53541 -2.69502
H 3.14147 0.80746 -1.58059
H 2.93118 0.02656 1.98292
H 4.44791 0.73379 1.40902
H 3.59473 -0.47912 0.43540
H 1.97063 2.37760 2.22311
H 0.72519 4.15041 1.10378
F -5.07475 -0.49553 4.83320
C -5.14643 0.43574 3.86705
C -4.10480 1.22189 3.59182
N -4.14411 2.19953 2.62547
C -2.97090 3.06133 2.43706
C -1.73738 2.26390 1.99057
O -0.82319 2.13470 2.81156
O -1.84142 1.82900 0.80911
C -5.25055 2.35919 1.82023
O -5.36642 3.20778 0.95964
N -6.27899 1.46947 2.09541
C -6.36085 0.50139 3.08919
O -7.36527 -0.17119 3.23418
H -3.16646 1.12360 4.12047
H -2.74706 3.56637 3.37559
H -3.23891 3.77555 1.66421
H -7.07014 1.53393 1.47406
S -1.97933 -0.95248 2.29990
C -3.06727 -1.65754 1.25635
N -2.60491 -2.45206 0.22521
C -3.39148 -3.16763 -0.57097
C -4.74437 -3.05851 -0.45967
C -5.19929 -2.16919 0.52910
N -4.43218 -1.50643 1.35170
H -1.57874 -2.61858 0.16391
H -2.88158 -3.79819 -1.28909
H -5.41596 -3.60488 -1.10323
H -6.26757 -1.99649 0.64582
C 2.58477 -2.32271 -2.85447
Si 2.40669 -3.52717 -1.41974
C 2.02249 -5.19158 -2.22428
C 4.14450 -3.70217 -0.69675
As 0.82712 -2.69637 0.01113
Si 1.09226 -4.17315 1.76465
C 1.74464 -5.90631 1.34464
C 2.22299 -3.55072 3.13702
C -0.56517 -4.52924 2.58831
H 3.41271 -2.59035 -3.52199
H 2.75016 -1.30735 -2.48116
H 1.66094 -2.29264 -3.44136
H 2.85363 -5.54208 -2.84899
H 1.13099 -5.09585 -2.85246
H 1.81342 -5.95596 -1.47073
H 4.83258 -4.15377 -1.42042
H 4.14646 -4.31796 0.20727
H 4.53285 -2.71798 -0.41455
H 2.73317 -5.88103 0.87680
H 1.06529 -6.41057 0.65048
H 1.81583 -6.51103 2.25716
H 3.25224 -3.44327 2.77985
H 2.21899 -4.23276 3.99681
H 1.88775 -2.56504 3.47704
H -1.18901 -5.14398 1.93068
H -1.10492 -3.59797 2.78942
H -0.43982 -5.05982 3.54068
C -2.83370 -1.57049 -3.98910
Ge -1.87868 0.14204 -3.62669
C -1.40833 0.68117 -5.48660
C -3.31763 1.39932 -3.13328
C -0.32563 0.30796 -2.55861
H -3.55065 -1.43762 -4.80764
H -3.37751 -1.91737 -3.10628
H -2.11585 -2.34677 -4.27506
H -2.26585 0.58304 -6.16448
H -0.59217 0.05754 -5.86587
H -1.06920 1.72126 -5.49680
H -4.18525 1.27281 -3.78895
H -2.95792 2.42783 -3.22642
H -3.63650 1.25069 -2.09765
H 0.31308 -0.57785 -2.68872
*
```

Summary:
Energy in a.u.: -7250.71601
Orbital gap in eV: 5.28
Energy relative to the best compared isomer or geometry (same formula, charge and spin) in kcal/mol: 0.0

Record 3
C9H8N2O2 as an isolated structure in a non-equilibrium geometry, computed with the ωB97M-V functional and the def2-TZVPD basis.

Structure (ORCA input):
```
! wB97M-V def2-TZVPD RIJCOSX def2/J DEFGRID3
* xyz 0 1
C 2.62923 0.16962 -0.36706
C 1.89838 -0.94596 -0.48198
C 2.06899 1.29812 0.34795
C -0.33652 -1.81366 -0.54034
C -1.69065 -1.91195 -0.07023
C 0.82289 1.46096 0.74442
C 0.50575 -0.84096 -0.15970
C -2.52574 -0.91974 0.39845
C -0.09596 0.26598 0.65457
N -1.66410 1.60061 -0.47985
N -1.42105 0.55844 0.16478
O -3.59352 -0.59370 0.68180
O -2.60269 1.85704 -1.20653
H 3.69820 0.14109 -0.71464
H 2.39541 -1.75752 -0.99390
H 2.60190 2.19261 0.66501
H 0.10861 -2.65721 -1.11409
H -2.18583 -2.96468 -0.09954
H 0.71813 2.38744 1.29032
H -0.43945 0.08570 1.74864
H -0.89196 2.38774 -0.46807
*
```

Summary:
Energy in a.u.: -607.52352
Orbital gap in eV: 7.34
Energy relative to the best compared isomer or geometry (same formula, charge and spin) in kcal/mol: 167.2

Record 4
C2H5Br2P as an isolated structure in a non-equilibrium geometry, computed with the ωB97M-V functional and the def2-TZVPD basis.

Structure (ORCA input):
```
! wB97M-V def2-TZVPD RIJCOSX def2/J DEFGRID3
* xyz 0 1
C 1.34651 -0.99204 0.98720
C -1.65926 0.85557 -0.95553
P 2.17304 0.17969 0.17989
Br -2.57786 2.29202 -0.06696
Br -1.92564 -0.69665 0.30696
H 0.38380 -0.85242 1.46063
H 1.75135 -2.00755 0.99983
H -2.15253 0.44983 -1.87891
H -0.66451 1.24680 -1.00094
H 3.32510 -0.47526 -0.03216
*
```

Summary:
Energy in a.u.: -5568.50079
Orbital gap in eV: 9.83
Energy relative to the best compared isomer or geometry (same formula, charge and spin) in kcal/mol: 76.7

Record 5
C13H24BClFN2O5PSr as an isolated structure in a non-equilibrium geometry, computed with the ωB97M-V functional and the def2-TZVPD basis.

Structure (ORCA input):
```
! wB97M-V def2-TZVPD RIJCOSX def2/J DEFGRID3
* xyz 2 1
C -0.11295 -2.69869 4.08571
C -0.60545 -1.15146 4.32145
C -1.63725 -0.58326 3.16765
C -0.77359 -0.64060 1.73600
C -1.42625 0.52457 0.78549
C -0.78884 0.64276 -0.71813
C -1.34281 -0.77555 -1.41001
C -0.88697 -0.95769 -2.97471
C -0.96449 -2.60042 -3.28025
O 0.11561 -3.26324 -3.76392
O -2.17958 -3.41718 -3.06940
C -1.44409 2.00086 -1.43985
F -1.92943 3.09450 -0.52335
Cl -2.93578 1.77990 -2.53613
N -0.44693 2.80618 -2.29948
C 0.78388 1.92678 -2.31522
O 1.63062 1.93343 -3.34803
C 0.80230 1.00503 -0.91918
B 1.55773 2.03013 0.11853
N 1.12424 2.39509 1.52419
O 2.79224 2.72257 -0.39267
P 1.98553 -0.54299 -0.92711
C 3.58913 -0.17767 -1.91057
O 2.53944 -0.90059 0.70209
H 1.02101 -2.77681 4.44776
H -0.11666 -3.05823 2.97174
H -0.74509 -3.49973 4.70301
H -1.04352 -1.08642 5.40574
H 0.37656 -0.47411 4.32829
H -1.96526 0.53625 3.42036
H -2.59532 -1.29266 3.10790
H 0.34248 -0.46955 2.04277
H -0.89685 -1.73541 1.34293
H -2.58984 0.31080 0.65252
H -1.36795 1.53355 1.42030
H -0.98442 -1.73283 -0.83475
H -2.52168 -0.77565 -1.36911
H -1.67884 -0.47321 -3.72413
H 0.21815 -0.65355 -3.21109
H -2.91303 -2.82022 -2.72720
H -0.81760 3.15684 -3.20973
H 0.26043 2.97980 1.54814
H 1.08163 1.57700 2.16997
H 2.57829 3.69558 -0.26871
H 4.38286 -1.00236 -1.57921
H 4.08442 0.85759 -1.68274
H 3.42829 -0.36713 -3.07508
H 2.15048 -1.81934 0.89020
Sr 0.86516 4.23733 -1.38297
*
```

Summary:
Energy in a.u.: -1951.60940
Orbital gap in eV: 6.31